C51H55N7O3RuS as an isolated structure, computed with wB97M-V/def2-TZVPD.

XYZ file:
```
118
Properties=species:S:1:pos:R:3:lowdin_spin:R:1
C -1.8199 4.5449 1.4371 0.00
N 1.4704 -1.0523 0.0472 0.28
H -2.0882 2.4888 -4.3049 0.00
C -0.5553 -5.7214 -1.2085 0.02
H 2.5290 -0.5112 3.6051 0.01
C 3.1874 0.0446 -6.0104 -0.01
H -7.8639 -0.2312 1.3524 0.00
C 1.2138 -2.2830 1.5268 0.08
C -0.7428 -2.0882 -3.9114 0.01
H -1.5049 5.0574 2.3378 0.00
C -1.8621 2.9828 -3.3537 0.00
C -4.9232 1.4570 0.8337 0.00
H 0.5129 -4.1594 2.1738 0.00
C -4.3204 3.0522 -2.8022 0.00
C -4.1136 -3.2057 0.1302 0.00
H 2.0015 -2.6627 0.8668 0.01
C -1.0247 -2.7942 2.5979 0.03
H -3.1422 5.2710 -1.5846 0.00
H -4.3739 4.1109 -3.0761 0.00
H 1.6640 -2.0913 2.5073 0.02
H -0.9494 3.8087 4.0869 0.00
C 1.3830 0.5635 -4.4770 0.00
H 3.8846 -1.1610 -2.9100 0.00
C 2.0953 -0.0655 -3.4475 0.00
H 2.8466 0.6532 -1.5116 0.00
C 0.5778 -0.5575 4.5356 0.24
C -4.1236 0.3675 0.4953 0.00
S 1.3810 2.3616 -0.7993 0.04
C -0.7959 -0.5049 4.3037 0.05
C -6.8170 -0.0832 1.1144 0.00
H -0.4229 1.4926 -4.9473 0.00
H -0.1515 -2.8798 -4.3850 0.00
C -0.2215 -5.1720 0.0221 0.00
H -2.5076 6.3623 0.5206 0.00
H -0.3650 -6.7687 -1.4073 0.00
H -2.4667 -1.8279 -2.6754 0.00
C -4.6845 -0.9056 0.4977 0.00
H -2.9577 1.5570 -2.2218 0.00
H 0.8809 -1.3189 1.1319 0.01
C -2.8975 -3.3789 -4.0189 0.00
H -5.0818 2.8618 -2.0381 0.00
C 1.4488 -0.1531 -2.0932 -0.01
N -0.4236 -0.2254 1.9374 0.28
H 1.0866 1.8398 3.0248 0.00
H -1.8800 -3.4774 2.6148 0.00
H 3.6116 0.0839 -7.0110 0.00
C -2.7420 4.6672 -0.7785 0.00
H -0.0658 -1.5002 -3.2821 0.00
N -1.7220 1.1833 -0.0692 0.07
C -1.6296 3.1555 1.3079 0.01
C -1.3591 -3.5447 -1.9582 0.02
H -0.9286 2.1193 4.5848 0.00
H -2.4239 2.8293 3.9573 0.00
H -3.3891 -3.9696 -0.1097 0.00
H -1.1176 -1.4284 -4.7013 0.00
H -7.4170 -2.8056 0.9632 0.00
H -4.5037 2.4518 0.8597 0.00
H -1.3107 -5.3469 -3.1630 0.00
H -4.5894 2.4738 -3.6931 0.00
H 0.9489 3.4678 2.3400 0.00
H -1.8017 4.0604 -3.5419 0.00
O 1.1474 1.6230 0.4397 0.12
C -6.2743 1.2124 1.1348 0.00
C -2.6477 0.2143 0.0886 0.01
H -1.2365 1.3146 2.3737 0.01
H -3.3662 -2.6578 -4.6980 0.00
C -2.0178 2.4958 0.1017 0.01
H 3.6931 1.9328 -0.5892 0.00
H -1.6090 -0.3950 0.7716 0.01
C -3.7352 -1.8653 0.1612 0.00
H -1.3828 -1.7973 2.3326 0.01
C -1.2434 -0.3350 3.0010 0.24
Ru 0.0000 0.0000 0.0000 1.92
H -3.6943 -3.8624 -3.4435 0.00
H 3.2087 2.2252 -2.2875 0.00
H 2.5668 0.4928 0.9723 0.02
H -0.6354 -2.7216 3.6200 0.01
C 3.8852 -0.5951 -4.9864 0.01
H 0.2359 -5.8094 0.7715 0.00
C -0.3747 0.9790 -2.9439 0.11
C -2.3791 5.2929 0.4081 0.01
H -6.9056 2.0575 1.3905 0.00
H -2.4145 -4.1382 -4.6431 0.00
N 2.1333 -0.7577 -1.1486 0.00
C 1.9431 0.6289 -5.7563 0.00
H -0.8718 2.6446 -3.0288 0.00
H 1.4154 1.1218 -6.5679 0.00
C 1.4574 -0.4421 3.4628 0.13
C 3.3431 -0.6497 -3.7023 0.00
H 4.8485 -1.0582 -5.1873 0.00
C -0.4359 -3.8049 0.3013 0.02
C 0.0708 -3.2963 1.6556 0.02
H -2.3043 -0.2891 2.7723 0.01
C -2.9263 2.6471 -2.3054 0.00
H -5.7573 -4.5589 0.3899 0.00
N 0.1446 1.1390 -4.1920 0.03
C 0.9046 -0.2964 2.2010 0.16
C -1.9015 -2.6662 -3.0933 0.00
H -1.3824 1.4153 -2.8433 0.00
C -1.3350 2.8139 3.8408 0.01
C -2.4119 -1.1239 -0.1051 0.03
C -5.9994 -1.1785 0.7934 0.00
C -1.0547 -2.9748 -0.6797 0.02
C -2.5682 3.2798 -0.9572 0.01
H 0.8929 2.0538 1.2803 0.01
N -1.2171 -1.6485 -0.4545 0.17
C -6.3931 -2.5252 0.7455 0.00
N 0.1696 0.4030 -1.9302 0.17
O 1.6462 3.7884 -0.6291 0.04
C -5.4532 -3.5175 0.4200 0.00
H -1.5047 -0.6024 5.1189 0.00
C -1.1011 -4.9101 -2.1945 0.00
H 0.9562 -0.7059 5.5431 0.02
C 0.5827 2.4382 2.2582 0.02
C 1.7533 -0.2491 1.0120 0.34
C -0.9385 2.3679 2.4276 0.02
O 0.4801 2.0259 -1.8997 0.10
C 2.9388 1.7297 -1.3524 0.01
```

Total charge   -1
E_LUMO (spin up / spin down)   2.09 / 1.77 eV
DFT total energy   -3077.27776 hartree
2S+1   6
Orbital gap (spin up / spin down)   3.29 / 5.56 eV

C51H56Ge2InNO2S4 as an isolated structure, computed with wB97M-V/def2-TZVPD.

XYZ file:
```
117
Properties=species:S:1:pos:R:3:mulliken_charge:R:1
C 2.0514 -3.5855 0.7849 0.37
C 1.3916 2.0770 -6.0363 -1.65
C 4.1013 3.0907 2.0522 -0.17
H 5.6933 4.2144 1.1608 0.42
H 1.6805 1.1071 -6.4387 0.34
H -3.6067 4.3905 -3.7978 0.40
H 0.3045 2.1576 -6.0932 0.34
C 2.7196 2.5502 -1.9672 0.08
S -0.6240 2.9701 0.0143 -0.58
H 2.8719 -1.1215 1.8552 -0.38
C 2.0620 3.6076 -2.6218 0.92
C 5.4798 -3.1496 -0.8133 -1.57
C -4.6558 -3.2439 -1.8545 -1.91
Ge 0.7578 1.2321 0.2314 0.90
C -4.9873 4.5537 -2.1506 -0.53
H -1.8764 -6.9717 0.1058 0.40
C -5.3664 3.0790 -2.2424 0.56
H 5.8818 -3.9643 -1.4185 0.36
C 2.9507 2.3364 1.8386 -0.93
C 2.5804 1.2422 -3.9795 -0.61
H -5.7730 5.1238 -2.6396 0.29
H -3.7054 -3.7466 -2.0155 0.22
C -6.0290 -1.2748 1.0725 0.89
Ge -0.9616 -1.1784 -0.1832 0.22
H -4.7425 -2.4421 -2.5902 0.36
H 1.8122 2.8522 -6.6792 0.39
C -1.2702 -3.1364 -0.0356 0.73
H 0.7158 3.9990 2.4260 0.18
H 2.1084 -1.2052 4.6999 0.25
H 4.7334 0.1055 -2.6376 0.59
H 4.4613 3.2211 3.0660 0.55
H -3.2414 -2.0568 3.7939 0.47
H 4.0944 0.1438 1.8595 0.35
H 3.5801 -3.2358 -2.7503 0.31
C 3.1685 2.7231 -0.5515 -0.06
C -3.6472 4.8574 -2.8126 -0.74
H 4.0850 -1.0782 3.1365 0.63
C -5.8910 -1.9038 -0.1560 -0.69
H -6.6575 -1.7626 -0.9118 0.38
C -2.5585 -3.6414 0.2089 0.12
H 5.7273 -2.2151 -1.3171 0.29
C -4.7733 -2.6675 -0.4659 1.34
H -5.1461 -1.0078 3.0043 0.28
S 0.6417 -0.2365 -1.4746 -0.12
C 4.7902 3.6434 0.9861 -1.36
C 3.4249 -3.4201 0.6107 -0.47
C 1.3913 2.4845 3.7978 1.06
H 1.9992 4.5327 3.5010 0.31
C 1.8889 4.9451 -1.9506 -1.73
C 3.9896 -3.2953 -0.6457 1.05
H 4.8648 3.8774 -1.1467 0.61
C 1.9060 -0.1685 4.4489 -0.88
H 0.1400 -2.8079 -2.8420 0.23
C 2.2649 1.7187 3.0097 0.40
H 0.4272 -3.9042 2.1849 0.18
O -4.5387 2.2296 -1.6792 -0.75
C 1.6286 3.4253 -3.9252 -0.98
C 2.5293 0.3890 3.3351 1.06
C 1.2326 -3.6366 -0.3428 0.62
H -2.7019 -3.5357 2.9817 0.27
H -3.5539 5.9368 -2.9542 0.39
H 1.9855 -4.5564 2.7018 0.46
C 1.7810 -3.5050 -1.6278 1.00
H 4.0673 -3.4148 1.4859 0.21
C -1.7039 -5.9031 0.0719 -1.18
C 4.3272 3.4540 -0.3061 -0.19
C 1.5006 -3.7272 2.1825 -1.27
H 2.8036 0.3224 -4.5109 0.36
H 1.6861 -2.8189 2.7585 -0.17
In -2.5769 2.0369 -1.1349 1.54
C 1.0974 3.9199 3.4457 -1.50
C -5.0395 -1.4675 2.0272 -1.10
H -7.2527 0.4311 0.6394 0.30
H 3.2511 -0.6652 -2.0572 -0.30
C -2.8922 -2.4687 2.8478 -1.50
C 3.4518 -0.4575 2.5000 -1.31
C -7.2232 -0.3999 1.3465 -1.61
H 0.1070 2.4774 5.5051 0.38
H -3.7526 -5.3904 0.4473 0.51
N -2.5287 4.3379 -2.0063 -0.31
H -7.1934 0.0081 2.3561 0.35
H 4.1132 0.4763 -1.0261 0.16
C 3.0178 1.3781 -2.6627 0.51
H -8.1532 -0.9595 1.2304 0.36
C 3.1491 -3.3257 -1.7578 -0.90
C 0.3712 -0.0470 6.4414 -1.61
H 0.4123 -6.0744 -0.2454 0.54
S -0.2142 -0.1832 1.6991 -0.24
H -1.9362 -1.9986 2.6180 0.08
H 0.3547 4.3378 4.1240 0.43
C -0.4309 -5.4038 -0.1291 0.33
C -3.9141 -2.2366 1.7635 0.95
H 0.6512 -1.0932 6.5571 0.38
C 3.8241 0.2638 -2.0534 -0.82
C 0.9000 -3.5935 -2.8455 -1.71
H -4.9490 4.8391 -1.0940 0.27
H 1.1117 4.2369 -4.4293 0.43
H 1.3033 5.6173 -2.5802 0.43
H -1.6287 4.5391 -2.4319 0.09
H 2.8601 5.4126 -1.7733 0.36
H -2.5169 4.8057 -1.1026 0.29
C -3.7636 -2.8064 0.4927 -0.20
H 5.9856 -3.1604 0.1515 0.38
C 1.0363 0.5648 5.2374 0.77
C 2.4847 2.1520 0.5332 0.68
H 1.4877 -3.4914 -3.7568 0.44
C 0.7891 1.8925 4.8966 -1.22
C -2.7525 -5.0212 0.2543 0.07
H -5.4586 -3.9585 -2.0475 0.46
H 0.6535 0.4847 7.3519 0.37
C 1.8686 2.2406 -4.6178 0.63
O -6.3741 2.7399 -2.8167 -0.62
S -2.8557 -0.3419 -1.0143 -0.46
H 0.3717 -4.5482 -2.8750 0.37
H 1.3956 4.8479 -0.9875 0.27
C -0.1988 -4.0296 -0.1750 -1.34
H -0.7152 0.0077 6.3528 0.35
```

Total charge   0
E_LUMO   -0.17 eV
DFT total energy   -8119.27521 hartree
2S+1   1
Orbital gap   7.96 eV